Density functional theory data (the ωB97M-V functional and the def2-TZVPD basis) for a cluster of 7 separate species, C18H50O7 in total.

The value obtained for the frontier orbital gap (spin up / spin down) is 9.5216 / 3.2819 eV. As for the charge: +1. The electronic energy comes out at -33797.968 eV. As for the spin multiplicity: 2. Its LUMO energy (spin up / spin down) is -2.6 / -8.8 eV. Its energy relative to the best compared isomer or geometry (same formula, charge and spin) is 27.6 kcal/mol.

Atoms and positions in Å:
O1 -0.548 -0.448 -0.534
H1 0.084 -0.496 0.183
H2 -1.315 -0.024 -0.150
C1 4.760 -0.434 -2.264
C2 4.033 -1.266 -1.249
C3 2.533 -1.140 -1.266
O2 4.487 -2.618 -1.317
H3 4.677 0.620 -1.999
H4 4.400 -0.662 -3.266
H5 5.791 -0.739 -2.081
H6 4.284 -0.913 -0.249
H7 2.193 -2.111 -0.904
H8 2.242 -0.999 -2.307
H9 2.036 -0.404 -0.634
H10 3.829 -3.302 -1.172
C4 1.208 1.487 3.620
C5 1.884 0.774 2.510
C6 3.280 0.394 3.036
O3 1.271 -0.421 2.032
H11 1.543 2.512 3.781
H12 1.206 0.919 4.550
H13 0.155 1.665 3.403
H14 1.907 1.313 1.563
H15 3.238 -0.213 3.940
H16 3.850 1.300 3.243
H17 3.824 -0.162 2.273
H18 1.295 -1.046 2.761
C7 -0.125 -2.978 -4.465
C8 -0.810 -3.249 -3.104
C9 -1.128 -4.622 -2.827
O4 0.032 -2.701 -2.105
H19 -0.947 -3.228 -5.136
H20 0.723 -3.617 -4.712
H21 0.038 -1.918 -4.660
H22 -1.695 -2.613 -3.135
H23 -2.029 -4.883 -3.383
H24 -1.404 -4.959 -1.828
H25 -0.335 -5.315 -3.108
H26 -0.355 -1.915 -1.713
C10 0.970 1.574 -4.061
C11 0.183 2.872 -3.686
C12 -1.107 2.637 -2.845
O5 1.060 3.663 -2.875
H27 0.320 0.845 -4.545
H28 1.555 1.091 -3.279
H29 1.787 1.759 -4.759
H30 -0.136 3.455 -4.549
H31 -1.544 3.557 -2.456
H32 -0.976 1.889 -2.063
H33 -1.848 2.235 -3.536
H34 0.459 4.367 -2.618
C13 -2.878 -0.264 3.291
C14 -3.026 -1.413 4.286
C15 -1.727 -1.574 5.018
O6 -3.949 -0.933 5.246
H35 -3.719 -0.387 2.609
H36 -1.944 -0.413 2.749
H37 -3.012 0.748 3.672
H38 -3.323 -2.263 3.672
H39 -0.951 -1.829 4.297
H40 -1.810 -2.480 5.618
H41 -1.448 -0.838 5.772
H42 -4.279 -1.717 5.693
C16 -3.387 2.875 1.685
C17 -2.500 2.485 0.558
C18 -1.103 3.125 0.811
O7 -2.508 1.129 0.499
H43 -3.544 3.953 1.678
H44 -2.969 2.669 2.671
H45 -4.330 2.333 1.753
H46 -2.908 2.781 -0.409
H47 -0.582 2.733 1.684
H48 -1.267 4.203 0.814
H49 -0.331 2.728 0.152
H50 -3.337 0.820 0.125